{
  "formula": "C62H61Cl2F7N3OPS",
  "method": "ωB97M-V/def2-TZVPD",
  "total_energy_ev": -135993.308,
  "spin_multiplicity": 1,
  "fmax_ev_per_a": 2.1,
  "symbols": ["C", "C", "C", "C", "C", "C", "C", "C", "C", "C", "C", "C", "C", "Cl", "C", "P", "O", "Cl", "C", "C", "N", "C", "N", "C", "S", "C", "N", "C", "H", "H", "H", "H", "H", "H", "H", "H", "H", "H", "H", "H", "H", "H", "H", "H", "H", "H", "H", "H", "H", "H", "H", "H", "H", "H", "F", "C", "C", "C", "C", "C", "C", "H", "H", "H", "H", "H", "F", "C", "C", "C", "C", "C", "C", "H", "H", "H", "H", "H", "F", "C", "C", "C", "C", "C", "C", "H", "H", "H", "H", "H", "F", "C", "C", "C", "C", "C", "C", "H", "H", "H", "H", "H", "F", "C", "C", "C", "C", "C", "C", "H", "H", "H", "H", "H", "F", "C", "C", "C", "C", "C", "C", "H", "H", "H", "H", "H", "F", "C", "C", "C", "C", "C", "C", "H", "H", "H", "H", "H"],
  "xyz": [[4.11587, 1.44286, 0.88559], [3.72214, -0.00902, 1.19169], [2.55166, -0.50264, 0.33281], [1.90205, -1.75952, 0.94154], [1.18657, -2.61495, -0.13047], [-0.32126, -2.32685, -0.23374], [-0.56661, -1.07247, -1.09190], [-1.98222, -1.03912, -1.70957], [-2.50035, 0.34504, -2.03590], [-3.74459, 0.76185, -1.57837], [-4.63931, -0.14105, -0.74715], [-4.41428, 0.02121, 0.76820], [-5.73056, -0.21205, 1.50381], [-5.68228, 0.42334, 3.17676], [-4.23079, 2.08289, -1.91192], [-5.85959, 2.82514, -1.43584], [-6.00908, 2.54709, 0.17910], [-7.29129, 1.60531, -2.31278], [-3.45533, 2.89507, -2.68286], [-2.19255, 2.50654, -3.17050], [-1.50420, 3.39750, -3.95191], [-0.37616, 2.92841, -4.36921], [0.42908, 3.77796, -5.25198], [1.42842, 4.19828, -4.69215], [2.85413, 4.71134, -4.33441], [0.14277, 1.64769, -4.05047], [-0.50641, 0.80318, -3.30595], [-1.72294, 1.23052, -2.84212], [4.73096, 1.84109, 1.69290], [3.24072, 2.09604, 0.83289], [4.63147, 1.51974, -0.07155], [3.51763, -0.10024, 2.25959], [4.59453, -0.62215, 0.95191], [1.81715, 0.29595, 0.22089], [2.96259, -0.74909, -0.64930], [2.63197, -2.32256, 1.52070], [1.13034, -1.43175, 1.64486], [1.67404, -2.41166, -1.08731], [1.33995, -3.68121, 0.04294], [-0.76179, -2.23261, 0.75843], [-0.74920, -3.16093, -0.79779], [0.13961, -1.13903, -1.91595], [-0.31222, -0.14996, -0.56719], [-1.96853, -1.67426, -2.59994], [-2.63794, -1.54424, -1.00711], [-5.66874, 0.13571, -0.96708], [-4.51975, -1.16999, -1.07336], [-4.08614, 1.03310, 0.99977], [-3.66196, -0.66833, 1.15264], [-5.90485, -1.28668, 1.57080], [-6.58456, 0.22752, 1.00210], [-5.53902, 3.27031, 0.61463], [-3.82813, 3.87618, -2.95999], [1.11315, 1.35247, -4.43296], [1.85252, -4.51841, 2.35770], [2.80683, -5.46966, 2.34128], [3.58129, -5.62142, 1.20840], [4.56659, -6.59788, 1.19512], [4.75593, -7.41022, 2.30563], [3.96330, -7.24361, 3.43334], [2.98256, -6.26301, 3.45725], [3.41215, -4.98226, 0.35145], [5.18590, -6.72411, 0.31929], [5.52277, -8.17414, 2.29141], [4.10807, -7.87857, 4.29722], [2.35910, -6.11089, 4.32829], [-2.19992, 4.45701, 0.08197], [-2.59586, 5.74948, 0.00227], [-2.98693, 6.40158, 1.15438], [-3.39378, 7.72651, 1.06579], [-3.41626, 8.37126, -0.16540], [-3.02783, 7.69125, -1.31204], [-2.60983, 6.37072, -1.22504], [-2.97241, 5.87784, 2.10217], [-3.69422, 8.25358, 1.95772], [-3.74141, 9.39265, -0.22758], [-3.05148, 8.18677, -2.27334], [-2.29242, 5.82678, -2.10681], [-3.77849, -3.34969, 3.91819], [-4.74498, -3.56464, 4.83470], [-4.85335, -4.81355, 5.41292], [-5.84659, -5.03019, 6.35709], [-6.71756, -4.00517, 6.70089], [-6.59232, -2.75817, 6.10304], [-5.59596, -2.52940, 5.16499], [-4.16890, -5.60057, 5.12495], [-5.94063, -6.00131, 6.82443], [-7.49350, -4.17900, 7.43477], [-7.27269, -1.95931, 6.36680], [-5.47620, -1.56207, 4.69154], [6.19497, -6.28778, -1.66380], [7.14762, -7.22740, -1.85048], [7.79402, -7.75696, -0.75099], [8.76926, -8.72402, -0.94757], [9.08984, -9.14034, -2.23254], [8.42963, -8.59161, -3.32391], [7.44649, -7.63049, -3.13566], [7.53667, -7.41503, 0.24334], [9.28007, -9.15299, -0.09591], [9.85226, -9.88998, -2.38238], [8.68166, -8.91243, -4.32634], [6.91554, -7.19602, -3.97231], [11.71888, -10.97346, -2.49101], [11.91768, -11.08453, -3.82175], [13.10138, -10.62723, -4.36352], [13.30099, -10.74624, -5.73095], [12.31740, -11.30845, -6.53378], [11.13234, -11.75789, -5.96813], [10.92837, -11.65124, -4.59977], [13.85131, -10.18551, -3.72097], [14.22619, -10.39880, -6.17043], [12.47557, -11.39605, -7.60037], [10.36370, -12.19292, -6.59265], [10.01499, -12.00276, -4.13745], [-2.47385, 11.03384, -0.69274], [-2.86601, 12.32259, -0.77661], [-3.24732, 12.98172, 0.37439], [-3.64708, 14.30713, 0.28564], [-3.66851, 14.94839, -0.94539], [-3.28478, 14.26486, -2.09104], [-2.87501, 12.94208, -2.00974], [-3.22984, 12.46087, 1.32268], [-3.94250, 14.83971, 1.17955], [-3.98430, 15.98103, -1.01115], [-3.30454, 14.76209, -3.05145], [-2.56469, 12.39360, -2.88920], [-6.02806, 8.53165, 1.93085], [-6.63939, 7.82096, 2.89910], [-7.32056, 8.48594, 3.89820], [-7.94875, 7.74357, 4.88790], [-7.88034, 6.35678, 4.87057], [-7.18620, 5.70815, 3.85835], [-6.56327, 6.44313, 2.86013], [-7.35573, 9.56732, 3.89699], [-8.49264, 8.24935, 5.67432], [-8.36871, 5.78211, 5.64617], [-7.12919, 4.62762, 3.84512], [-6.02315, 5.96040, 2.05613]],
  "atomic_forces_ev_per_a": [[-0.328, -0.047, 0.246], [0.130, 0.621, -0.488], [0.512, -0.346, 0.704], [-0.564, 0.336, -0.637], [0.189, -0.044, 0.577], [0.683, 0.332, -1.006], [0.132, -0.414, -0.233], [0.553, 0.139, 0.339], [-0.783, -0.088, 0.335], [0.136, 0.079, -0.166], [0.241, 0.459, -0.124], [-0.445, 0.191, 0.105], [0.275, -0.771, -0.106], [-0.021, 0.185, -0.129], [-0.033, -1.370, 0.283], [0.520, 1.408, -0.713], [-0.011, -0.601, -0.312], [0.321, -0.196, 0.483], [-0.530, 0.719, -0.077], [-0.573, 0.361, 0.229], [0.144, -0.893, 0.163], [0.112, 0.858, -0.957], [-0.409, -0.511, 1.970], [0.716, 0.185, -1.744], [-0.098, 0.135, 0.524], [-0.021, -0.322, 0.076], [-0.231, 0.377, -0.167], [0.304, -0.462, 0.030], [0.278, 0.026, -0.204], [-0.075, -0.091, -0.011], [0.118, 0.064, 0.049], [-0.148, -0.132, -0.012], [-0.040, -0.220, 0.328], [-0.041, -0.011, -0.133], [-0.189, 0.128, -0.138], [0.097, -0.107, -0.170], [0.178, -0.046, 0.241], [-0.172, -0.055, -0.145], [-0.065, 0.028, 0.252], [-0.180, -0.237, -0.006], [-0.337, -0.074, 0.331], [0.073, 0.188, -0.006], [-0.220, 0.014, 0.153], [-0.027, 0.131, -0.107], [-0.193, 0.145, 0.040], [-0.005, -0.110, -0.009], [-0.104, -0.105, 0.114], [0.124, 0.024, -0.145], [0.091, 0.027, -0.056], [-0.131, 0.034, 0.193], [0.069, 0.292, 0.050], [-0.129, 0.033, 0.163], [0.109, 0.038, -0.024], [0.013, 0.021, -0.062], [-0.036, -0.072, 0.096], [0.174, -0.165, -0.015], [-0.020, 0.134, -0.168], [-0.028, -0.093, 0.185], [0.037, -0.024, -0.005], [0.044, 0.032, -0.113], [-0.113, 0.012, 0.170], [-0.001, 0.016, 0.021], [-0.077, 0.038, -0.015], [-0.011, -0.006, 0.001], [-0.008, 0.017, 0.016], [-0.020, 0.016, -0.026], [-0.016, -0.003, -0.002], [-0.123, 0.099, 0.113], [-0.007, -0.048, 0.193], [0.187, -0.114, -0.234], [-0.100, -0.269, 0.093], [-0.046, 0.003, 0.286], [0.128, -0.115, -0.484], [0.054, 0.000, -0.010], [0.013, -0.001, 0.028], [-0.091, 0.046, 0.008], [0.027, -0.011, -0.007], [0.005, -0.034, 0.031], [0.012, 0.003, -0.028], [-0.182, -0.046, 0.175], [0.136, -0.161, -0.051], [-0.045, 0.128, -0.022], [-0.051, -0.013, 0.046], [0.048, -0.144, 0.016], [0.049, 0.215, -0.090], [0.016, 0.028, -0.008], [0.010, -0.013, -0.018], [0.003, 0.003, -0.004], [0.017, 0.020, -0.008], [-0.003, -0.164, 0.053], [0.021, 0.024, -0.048], [0.203, -0.190, -0.038], [-0.070, 0.070, 0.212], [-0.041, 0.020, -0.151], [-0.001, -0.044, -0.043], [-0.008, 0.006, 0.143], [-0.090, 0.078, -0.179], [-0.009, 0.029, -0.021], [0.001, 0.019, 0.012], [-0.052, 0.056, 0.042], [-0.012, 0.003, -0.007], [-0.004, 0.026, 0.026], [0.127, -0.085, 0.023], [0.039, -0.037, -0.256], [0.159, 0.093, 0.121], [-0.133, -0.055, -0.014], [0.019, 0.001, -0.061], [0.111, 0.057, 0.010], [-0.194, -0.050, 0.087], [-0.019, -0.017, 0.021], [0.005, 0.017, 0.018], [-0.004, -0.002, 0.004], [-0.008, -0.017, 0.018], [0.014, 0.013, 0.020], [0.125, 0.269, -0.074], [-0.038, 0.229, -0.016], [-0.002, -0.091, 0.194], [0.013, -0.008, -0.138], [-0.019, 0.063, 0.004], [-0.017, 0.001, 0.128], [0.047, -0.098, -0.177], [0.025, -0.017, -0.019], [-0.007, -0.020, 0.013], [0.002, -0.004, -0.004], [0.018, -0.012, -0.009], [-0.006, -0.024, 0.022], [-0.193, 0.124, 0.031], [-0.098, -0.161, 0.133], [-0.010, 0.207, 0.016], [0.056, -0.125, -0.061], [-0.033, -0.016, 0.053], [-0.033, 0.100, 0.049], [0.096, -0.135, -0.122], [0.003, -0.007, -0.033], [0.012, 0.021, -0.002], [0.003, -0.002, -0.006], [-0.004, -0.002, -0.022], [0.015, 0.056, -0.016]]
}